No. 1
Density functional theory data (the ωB97M-V functional and the def2-TZVPD basis) for an isolated molecule of C3H9N3O in a non-equilibrium geometry.

Values from the calculation:
* SMILES: CN(C)/C(O)=N/N
* highest occupied orbital energy: -7.455 eV
* 2S+1: 1
* DFT total energy: -359.1331 Ha
* LUMO energy: 0.72 eV

Atoms and positions in Å:
1 C 1.99160 -0.03765 0.02900
2 C -0.07579 -1.79038 -0.43657
3 N 0.62860 -0.22561 -0.45531
4 C -0.33715 0.58895 0.01234
5 N -2.55148 0.93250 0.48168
6 O -0.14844 1.92711 -0.11454
7 N -1.46406 0.09299 0.43828
8 H 0.61333 2.07177 -0.69120
9 H -2.29921 1.90581 0.30473
10 H -3.00992 0.86651 1.38594
11 H 2.40602 0.92912 -0.28374
12 H 2.05518 -0.09637 1.12247
13 H -0.13338 -2.15750 0.58633
14 H 0.69220 -2.31678 -0.99989
15 H -1.01109 -1.88293 -0.98625
16 H 2.64357 -0.80752 -0.39327

***

No. 2
Density functional theory data (the ωB97M-V functional and the def2-TZVPD basis) for a cluster of 2 separate species, C3H9N3O2 in total in a non-equilibrium geometry.

Values from the calculation:
* highest occupied orbital energy (alpha / beta): -5.924 / -10.001 eV
* ⟨S²⟩: 2.01
* 2S+1: 3
* DFT total energy: -434.1573 Ha
* LUMO energy (alpha / beta): 0.81 / -1.36 eV

Atoms and positions in Å:
1 C 1.46371 0.01079 2.06730
2 C -0.73533 1.13476 1.73205
3 C 0.47659 0.52368 1.01171
4 N 0.47887 0.47888 -0.27133
5 N -0.79098 -0.37007 -2.31690
6 N 0.01772 -1.30959 -2.43481
7 O -1.79761 -0.21936 -2.98191
8 O -0.28232 -2.27647 -3.32855
9 H 0.75918 -0.23077 2.89754
10 H 1.92253 -0.81472 1.60287
11 H 2.20143 0.92356 2.24375
12 H -1.44683 1.34741 0.92271
13 H -0.61295 1.95749 2.32859
14 H -1.18640 0.26395 2.39182
15 H -1.17906 -1.93689 -3.58021
16 H 1.33854 0.07924 -0.64548
17 H -0.62708 0.43811 -1.63914

***

No. 3
Density functional theory data (the ωB97M-V functional and the def2-TZVPD basis) for an isolated molecule of C3H9N3O2S in a non-equilibrium geometry.

Values from the calculation:
* SMILES: C=N[S@](=N)(=O)NCCO
* highest occupied orbital energy: -9.197 eV
* 2S+1: 1
* DFT total energy: -832.4780 Ha
* LUMO energy: 0.35 eV

Atoms and positions in Å:
1 C -1.87534 -1.90371 -0.39257
2 C 1.14519 1.04389 0.09245
3 C 1.95126 -0.20287 0.04243
4 N -2.79998 0.34956 0.94376
5 N -1.00524 -1.02864 -0.72211
6 N -0.12976 1.00813 0.73281
7 O -1.37155 1.45585 -1.34829
8 O 3.21229 0.01008 -0.57772
9 S -1.39793 0.60252 -0.18151
10 H -1.60076 -2.93359 -0.67548
11 H -2.77800 -1.59317 0.11283
12 H 1.69598 1.84602 0.38242
13 H 0.94572 1.29198 -0.98123
14 H 1.49650 -0.88180 -0.55395
15 H 2.17519 -0.46599 1.06718
16 H -3.39794 1.07669 0.62307
17 H -0.15438 0.17206 1.32716
18 H 3.88875 0.15301 0.10873

***

No. 4
Density functional theory data (the ωB97M-V functional and the def2-TZVPD basis) for a structure of composition C3H9N3O3 in a non-equilibrium geometry.

Values from the calculation:
* highest occupied orbital energy: -9.630 eV
* 2S+1: 1
* DFT total energy: -509.6722 Ha
* LUMO energy: 0.73 eV

Atoms and positions in Å:
1 C -1.13527 -0.09646 1.66344
2 C -0.31699 -1.21377 -1.07695
3 N -1.40173 -0.48879 -1.51410
4 O 0.07343 -0.38298 1.00224
5 O -0.23236 -2.41861 -1.08186
6 H -1.43885 0.47630 -1.20222
7 H -2.27064 -0.99454 -1.42199
8 H -1.46187 0.94885 1.56823
9 H -1.93111 -0.74756 1.28192
10 H -1.01992 -0.29176 2.73482
11 C 0.79639 0.89402 0.08758
12 N 0.93738 -0.37080 -1.28238
13 N 2.04513 1.10400 0.62141
14 O 0.02817 1.77293 -0.26050
15 H 2.23304 2.07740 0.81837
16 H 1.75625 -0.95671 -1.15343
17 H 0.96981 0.29901 -2.04352
18 H 2.36914 0.38950 1.25894

***

No. 5
Density functional theory data (the ωB97M-V functional and the def2-TZVPD basis) for an isolated molecule of C3H9N3OS in a non-equilibrium geometry.

Values from the calculation:
* SMILES: [H]/N=C(/NS)NCCO
* highest occupied orbital energy: -9.171 eV
* 2S+1: 1
* DFT total energy: -757.3703 Ha
* LUMO energy: 0.63 eV

Atoms and positions in Å:
1 C -1.55925 -0.95055 -0.55335
2 C -1.14439 -0.41956 0.81278
3 C 0.92674 0.72935 0.00384
4 H -1.47302 0.59057 -1.71069
5 H -2.30484 -1.76746 -0.36786
6 H -0.67938 -1.43121 -0.98363
7 H -0.79310 -1.18484 1.50474
8 H -2.05069 -0.03298 1.29091
9 H -0.62879 1.60883 0.98733
10 H 0.81730 2.47078 -0.74358
11 H 1.40497 -0.94197 0.99399
12 H 3.78206 0.09794 0.44209
13 N -0.20808 0.72311 0.83629
14 N 1.41398 1.67795 -0.67391
15 N 1.52281 -0.57160 0.07730
16 O -2.17622 0.01629 -1.38332
17 S 3.14991 -0.61464 -0.53293

***

No. 6
Density functional theory data (the ωB97M-V functional and the def2-TZVPD basis) for an isolated molecule of C3H9N3OS in a non-equilibrium geometry.

Values from the calculation:
* SMILES: N/N=C\NSCCO
* highest occupied orbital energy: -8.729 eV
* 2S+1: 1
* DFT total energy: -757.3357 Ha
* LUMO energy: 0.76 eV

Atoms and positions in Å:
1 C 1.61131 0.20886 0.87555
2 C -1.84678 0.88749 -0.41098
3 C -1.93004 -0.47407 0.23901
4 H 2.59963 -0.90579 -1.14721
5 H 4.06020 -0.92166 -0.59336
6 H 1.13417 0.13668 1.87123
7 H 1.52872 1.08829 -0.89330
8 H -2.80081 1.45995 -0.21638
9 H -1.64399 0.82193 -1.43543
10 H -1.66945 -0.32024 1.33420
11 H -1.11387 -1.08164 -0.15633
12 H -3.18363 -1.88418 0.28208
13 N 3.24169 -0.32247 -0.64124
14 N 2.75945 -0.30990 0.72003
15 N 0.90265 0.78057 -0.16143
16 O -3.23264 -0.98109 0.08172
17 S -0.41660 1.81728 0.25182

***

Table of molar mass (g mol⁻¹), in record order: 103.12, 119.12, 151.19, 135.12, 135.19, 135.19